[1]
This record from OMol25 describes C50H41F3GeIrN2OP2S2 as an isolated structure. The level of theory is ωB97M-V with the def2-TZVPD basis set.

```
103
Properties=species:S:1:pos:R:3:forces:R:3
H -1.5046 -5.1042 -0.8958 0.018 0.019 -0.007
C 3.4571 3.5328 1.4721 0.033 -0.122 -0.012
P -2.5890 -1.2584 -0.3957 0.120 -0.461 -0.231
H -0.2010 3.1426 0.6344 0.000 0.049 -0.040
H 1.1848 0.8102 -2.4495 0.021 -0.008 0.003
C 1.3361 3.6172 2.5552 -0.050 -0.122 -0.012
C 5.5696 -0.5997 -0.6831 0.015 0.006 -0.013
H 2.7792 1.5255 4.2097 -0.011 -0.009 -0.011
H 4.2461 2.9982 0.9651 0.029 -0.057 -0.088
C -2.6187 -1.8906 -3.0796 0.125 0.023 -0.023
H -2.5960 -2.3859 -5.1584 -0.013 -0.002 0.014
C 3.7816 1.4634 -1.0957 -0.091 0.176 0.081
H 2.3753 -2.0762 1.9139 -0.016 0.017 -0.040
C 3.6654 4.8756 1.7559 -0.010 0.042 0.025
C 1.4782 -4.9620 0.4649 -0.028 -0.032 -0.136
C 2.8032 0.4439 4.1327 -0.012 0.182 -0.046
C -4.6634 -3.7571 -2.8532 -0.025 -0.010 0.009
H -0.6883 -2.9711 2.1656 0.031 -0.020 -0.047
H -4.7015 -3.2606 -0.7731 0.016 0.031 -0.055
H -5.4678 -4.4754 -2.7625 0.009 0.013 -0.015
N 0.4893 1.9060 -0.8485 0.331 0.414 -0.034
H 2.9304 -3.3921 3.8992 -0.013 -0.065 -0.001
C 0.1823 3.1244 -0.3747 -0.130 -0.132 0.054
Ge 2.2043 0.9509 1.3602 0.031 -0.103 -0.070
C 3.1544 -1.6867 5.1793 0.007 0.003 0.033
C 1.7766 -5.8671 1.4673 -0.015 -0.030 0.049
C 0.0791 5.6539 -0.5619 0.108 0.011 -0.019
H 2.4780 -6.6694 1.2806 0.001 0.016 -0.006
F -0.0221 1.1528 2.9177 -0.116 -0.101 0.005
C -4.0758 -3.5137 -4.0836 -0.017 0.016 -0.017
H -1.1766 -5.9651 -5.0684 0.001 0.007 0.010
P 0.1945 -2.7658 -0.6178 0.401 -0.426 0.062
C 2.7015 5.5984 2.4363 -0.004 0.029 0.021
C -3.0521 -2.5797 -4.1962 -0.043 0.007 -0.034
H -1.4421 4.9588 0.6652 -0.007 0.025 0.002
C -4.2285 -3.0705 -1.7290 -0.032 -0.025 0.111
H 1.3925 -6.4633 3.4932 -0.004 -0.002 -0.022
C 5.6781 0.1831 -1.8223 0.003 -0.003 -0.032
H -4.6736 0.3892 0.7428 0.021 -0.013 -0.008
C 2.2835 2.8672 1.8456 0.062 0.163 0.014
F -1.8463 1.6689 1.9278 0.097 0.093 -0.124
C 0.3064 -3.5049 -3.2854 0.074 0.038 0.016
H 0.4153 3.1685 2.8973 0.055 0.028 0.004
H 1.5368 2.7810 -3.9025 -0.003 0.016 0.009
C -0.0184 -3.7988 1.9586 -0.076 0.094 0.040
H -0.1835 -4.6140 3.9327 -0.006 -0.001 -0.019
H 4.5008 -0.9810 1.1202 -0.022 -0.013 0.019
C 4.5603 -0.3567 0.2379 -0.029 0.021 0.094
H -1.0682 6.6432 0.7866 -0.007 0.029 0.003
C -4.6784 -0.5629 1.2604 -0.017 0.069 -0.001
H 3.3149 0.1960 6.1981 -0.005 0.004 -0.008
C 3.1073 -0.3021 5.2598 0.018 -0.080 0.021
C 0.8731 4.1731 -2.3988 -0.018 0.011 0.085
C 4.7816 1.2229 -2.0257 0.031 -0.046 0.015
S 1.6646 -1.4374 -1.0000 0.336 0.223 0.079
C -1.1013 -4.8623 -1.8736 -0.059 0.000 0.096
H -2.1350 -6.4624 -2.8448 0.003 0.009 -0.004
H -4.6324 -3.9214 3.1721 0.000 0.015 -0.005
H 0.9941 -2.6760 -3.4013 -0.010 -0.008 0.004
C 2.5747 -1.5633 2.8480 0.016 -0.022 -0.113
C -4.6465 -2.9828 2.6336 -0.022 0.008 0.017
C -5.5886 -0.7938 2.2814 -0.004 -0.014 0.002
C 0.5702 -3.9301 0.7045 0.047 -0.007 -0.001
O 0.6887 6.6090 -0.9945 -0.091 -0.058 0.035
H 3.4018 -2.2735 6.0550 -0.006 0.005 -0.014
C 2.5369 -0.1727 2.9094 0.028 -0.028 0.170
Ir 0.0019 0.1011 0.1494 -0.176 -0.620 -0.053
H 4.8710 1.8566 -2.8993 0.003 0.005 -0.005
C 1.1508 2.9179 -2.9020 0.013 -0.077 -0.102
C 1.1637 -5.7513 2.7104 0.033 0.005 0.029
C 3.6400 0.6763 0.0499 0.133 -0.040 -0.097
N -0.8561 5.7339 0.4133 -0.011 -0.049 -0.035
C -3.7571 -1.5464 0.9260 0.050 0.089 0.130
H 1.0444 5.0751 -2.9714 -0.012 0.004 0.008
C -0.9124 -5.3499 -4.2175 0.000 -0.041 -0.005
H -6.3032 -0.0265 2.5468 -0.003 -0.007 0.005
C -3.1952 -2.1419 -1.8354 -0.285 0.070 -0.033
H -1.8260 -1.1566 -3.1693 -0.013 0.018 0.019
C -0.0312 -4.2923 -4.3756 0.029 -0.008 -0.013
C 0.9612 1.8082 -2.1004 -0.286 0.036 -0.001
C -0.2264 -3.7876 -2.0312 0.072 0.029 -0.168
C 1.5412 4.9575 2.8425 -0.003 0.028 0.026
C -0.9316 -1.6223 -0.0423 -0.367 0.275 0.709
H -3.0140 -3.5264 1.3657 0.052 0.016 -0.024
H 0.7855 5.5022 3.3945 0.001 0.000 -0.005
H -6.2773 -2.1744 3.7671 0.005 0.000 -0.006
S -2.1304 0.6625 -0.7970 -0.722 0.468 -0.195
F -1.4540 -0.3812 2.5051 -0.109 0.232 -0.056
C -0.8767 0.7233 1.9505 0.284 -0.283 -0.093
H 2.8553 6.6460 2.6600 0.000 -0.006 -0.016
C 0.3600 4.2771 -1.1108 -0.013 0.075 -0.043
H -4.4214 -4.0441 -4.9620 0.014 0.003 0.013
H 6.4644 -0.0062 -2.5417 -0.002 0.000 0.007
C 2.8887 -2.3142 3.9719 -0.015 -0.009 0.007
H 0.3963 -4.0783 -5.3465 -0.002 -0.009 0.007
C -5.5713 -1.9996 2.9659 -0.010 -0.001 0.005
H 6.2739 -1.4026 -0.5061 -0.002 0.005 -0.006
C -1.4518 -5.6322 -2.9677 0.007 -0.028 -0.037
C -3.7365 -2.7578 1.6158 0.027 -0.028 0.000
C 0.2731 -4.7182 2.9569 0.033 0.013 0.015
H 3.1210 2.3084 -1.2604 0.197 -0.052 0.116
H 1.9416 -5.0675 -0.5101 -0.002 0.017 0.009
H 4.5862 5.3534 1.4471 0.003 -0.024 -0.006
```
Forces are in eV/Å.

Charge = +1
Gap between HOMO and LUMO (spin up / spin down) = 6.4495 / 6.4488 eV
E_HOMO (spin up / spin down) = -10.29 / -10.29 eV
LUMO energy (spin up / spin down) = -3.845 / -3.845 eV



[2]
This record from OMol25 describes CH4CoF as an isolated structure. The level of theory is ωB97M-V with the def2-TZVPD basis set.

```
7
Properties=species:S:1:pos:R:3:forces:R:3
H -1.0090 0.7381 -0.6664 0.912 0.013 0.180
H -1.2310 -0.9919 -0.5287 1.136 -0.776 0.039
H 2.4906 0.3251 -0.2886 -3.214 1.758 -1.537
Co 0.9273 -0.6192 1.0230 -1.680 -1.109 1.422
F 1.4308 0.5309 -0.3691 5.581 -0.523 -0.007
C -0.9194 -0.1013 0.0370 -3.510 0.628 -1.289
H -1.6892 0.1183 0.7929 0.775 0.009 1.192
```
Forces are in eV/Å.

Charge = +2
Gap between HOMO and LUMO (spin up / spin down) = 9.5986 / 8.9664 eV
E_HOMO (spin up / spin down) = -22.68 / -24.38 eV
LUMO energy (spin up / spin down) = -13.078 / -15.417 eV
Multiplicity = 5



[3]
This record from OMol25 describes C6H10N3S as an isolated structure. The level of theory is ωB97M-V with the def2-TZVPD basis set.

```
20
Properties=species:S:1:pos:R:3:forces:R:3
H -2.3132 1.5929 -0.6254 0.346 3.286 -0.694
N -0.8456 -0.9689 -2.5365 -0.416 -0.154 -0.875
H 0.0380 1.7835 -0.8844 -0.388 0.716 0.145
H 3.8005 0.7844 1.9045 0.278 -1.685 -1.668
S 0.3552 0.0031 -2.7719 1.656 1.314 0.892
N -2.5274 0.7114 -0.3140 1.441 -0.124 3.929
C -1.2160 -0.0433 -0.3767 0.781 -0.675 1.215
H -0.9101 -0.2816 1.7721 -0.192 -0.152 -0.031
C -1.1372 -0.9114 0.9090 -1.937 0.362 -1.192
H -2.9877 0.7749 0.6480 0.972 -0.169 -1.425
C 0.0352 0.7804 -0.5147 -2.075 -1.072 -2.938
H 4.3628 -0.1463 0.2502 -0.692 0.800 1.167
C 1.1436 0.3726 0.1831 4.127 -0.084 1.131
H 3.5796 -0.9971 1.5070 -0.051 -1.375 1.092
H -3.1655 0.3761 -0.9408 -2.331 -1.870 -2.191
N -1.5829 -0.9978 -1.6005 -1.153 -0.791 1.866
C 3.6002 -0.0378 1.0893 1.439 2.212 -0.038
H -0.3902 -1.6653 0.8026 0.448 -0.512 -0.052
C 2.3139 0.2533 0.5495 -3.220 -0.082 -0.837
H -2.1531 -1.3833 0.9497 0.968 0.058 0.503
```
Forces are in eV/Å.

Charge = +1
Gap between HOMO and LUMO = 7.7450 eV
E_HOMO = -12.41 eV
LUMO energy = -4.662 eV



Computed values of maximum force (unit: hartree/bohr) for the preceding records, in sequence: 0.017 0.109 0.083.
Computed values of energy relative to the best compared isomer or geometry (same formula, charge and spin) (unit: kJ/mol) for the preceding records, in sequence: 51.5 139.9 483.3.
Computed values of energy (unit: Ha) for the preceding records, in sequence: -6074.508951 -1522.129769 -796.649841.